{"formula": "C10H14NOPt", "method": "wB97M-V/def2-TZVPD", "species": ["C", "H", "H", "C", "H", "H", "H", "C", "C", "Pt", "C", "C", "C", "H", "H", "H", "H", "H", "N", "O", "C", "C", "H", "H", "C", "H", "H"], "xyz": [[-1.625020, 0.644183, 1.032678], [-0.892646, -1.247611, 1.624708], [0.476607, -2.866525, 1.553703], [-2.227815, 3.017989, 0.411945], [-2.755594, 3.040249, 1.372750], [0.925333, -2.079849, -0.677924], [-1.747339, 3.964272, 0.146197], [1.406515, -2.323748, 1.393757], [1.419156, -1.415378, 0.139639], [-1.255145, -0.584687, -1.211757], [0.488048, -0.298584, 0.181415], [-1.365925, 1.887386, 0.277441], [-0.719687, -0.375365, 1.007190], [-3.061992, 2.916781, -0.332244], [2.818599, -0.739246, -1.453780], [1.642285, -1.729395, 2.278864], [3.408043, -2.001923, -0.403232], [1.562690, 0.960602, -1.279135], [-2.214272, -1.046995, -2.713269], [-2.592838, -1.460851, -3.644113], [0.698082, 0.902611, -0.630235], [-0.174373, 1.938729, -0.590674], [3.301371, -0.347340, 0.213542], [2.185286, -3.069900, 1.261442], [2.816286, -1.091036, -0.423340], [-2.514485, 0.576425, 1.652350], [-0.001170, 2.829203, -1.187917]], "atomic_forces_ev_per_a": [[-0.284, 0.324, -0.605], [0.065, -0.077, -0.004], [-0.041, 0.029, -0.015], [-0.200, 0.289, 0.052], [0.003, 0.018, -0.030], [-0.108, 0.124, 0.001], [-0.025, -0.011, 0.008], [0.173, -0.028, -0.179], [0.103, -0.198, -0.031], [0.699, 0.361, 0.252], [-0.359, 0.319, 0.205], [0.240, -0.369, -0.049], [0.573, -0.114, 0.341], [0.077, -0.043, 0.039], [-0.049, 0.017, -0.010], [0.025, 0.011, -0.001], [0.050, -0.011, 0.021], [0.075, -0.050, 0.060], [-0.400, -0.074, 0.004], [-0.131, -0.071, -0.300], [0.228, -0.274, 0.168], [-0.602, 0.008, 0.012], [0.014, -0.026, 0.036], [0.024, -0.038, 0.033], [-0.049, -0.188, 0.026], [-0.042, 0.045, -0.056], [-0.061, 0.029, 0.023]], "charge": 3, "fmax_ev_per_a": 0.83, "orbital_gap_ev": [6.3, 6.3], "relative_energy_kcal_mol": 10.4}